85
Properties=species:S:1:pos:R:3:forces:R:3 method="wB97M-V/def2-TZVPD" total_charge=+4 multiplicity=4 e_tot_ev=-66926.2307 homo_ev="-18.596 / -18.478" relative_energy_kj_mol=70.29
Tc -0.83250 2.15643 -0.39733 -1.8841 -0.4229 -2.7934
P 1.41464 2.44423 -0.19823 3.3513 0.9465 1.1400
P -1.05788 0.56612 1.14175 -0.5275 -2.6660 3.0061
P -1.94697 3.84770 0.69442 -0.8641 2.1794 2.0307
H -1.11582 -0.07978 -4.78120 0.0804 0.2898 -0.1687
C -1.41185 0.70263 -4.08032 -2.0241 -1.1205 -1.0319
C -0.24409 1.41446 -3.46927 0.3080 1.5034 -0.0236
H 0.73179 1.02323 -3.76508 -0.0155 -0.2307 0.8174
C 2.34872 1.09659 -1.05826 -0.4562 -0.1451 -0.0972
C 2.17643 2.51771 1.47373 -0.1894 0.0450 0.0247
C 2.06692 3.95823 -1.00517 -0.5897 -0.0076 -0.0807
C -2.45613 -0.55327 0.77222 -0.2410 0.2145 -0.3003
C 0.26966 -0.68661 1.34288 0.6943 0.1262 -0.7854
C -1.30650 1.06173 2.91376 0.0866 0.4071 -0.3161
C -2.09486 5.30326 -0.41071 0.0603 -0.4071 -0.4575
C -1.28636 4.57971 2.24156 0.4006 -0.2261 -0.0577
C -3.68607 3.44295 1.14941 0.2335 -0.4793 -0.2724
H -2.12126 1.39306 -4.56921 0.5673 -0.3571 -0.0251
H -0.24730 2.51324 -3.57109 0.0180 -0.5030 -0.2843
H 1.86842 0.89106 -2.03114 0.4563 0.0026 0.4754
H 2.35593 0.17485 -0.45977 -0.0744 0.2791 -0.2412
H 3.39249 1.41073 -1.22101 -0.4062 0.0726 0.0845
H 2.20919 1.51968 1.93582 -0.0423 0.4237 -0.0909
H 1.58691 3.20221 2.10453 0.3059 -0.2883 -0.1424
H 3.20146 2.91283 1.38876 -0.3350 -0.1734 -0.0036
H 1.87335 3.89394 -2.08749 0.1387 0.2333 0.3050
H 3.14545 4.05975 -0.82065 -0.2708 -0.1549 -0.0848
H 1.55083 4.83078 -0.57581 0.2107 -0.1749 -0.2535
H -2.87400 -1.01360 1.67722 0.1574 0.1708 -0.1748
H -2.10726 -1.33523 0.08544 0.0075 0.1471 0.1233
H -3.23205 0.01056 0.24703 -0.1665 -0.1180 0.2190
H 0.21112 -1.23269 2.29028 -0.3303 0.2813 -0.0521
H 1.25876 -0.23304 1.27034 -0.0515 -0.0441 0.2284
H 0.19887 -1.41155 0.52352 -0.1294 0.1800 0.1329
H -2.28272 1.54094 3.05218 0.1739 -0.1857 -0.0037
H -0.53200 1.76956 3.23290 -0.0852 -0.1059 -0.1300
H -1.23082 0.18338 3.57124 -0.1644 0.1420 -0.3774
H -2.03700 6.23726 0.17003 0.0270 -0.3876 -0.2214
H -3.06569 5.24899 -0.92359 0.3279 0.1094 0.0288
H -1.28141 5.25507 -1.14641 -0.2149 0.4088 0.0533
H -1.58600 5.64210 2.28952 0.0948 -0.5200 0.0572
H -0.18599 4.51520 2.19860 -0.4284 0.2094 0.2693
H -1.67021 4.03903 3.12354 0.2725 0.2642 -0.3766
H -4.29426 4.35659 1.08981 0.2262 -0.1770 -0.0149
H -3.73783 3.05770 2.17772 0.0158 0.0489 -0.3877
H -4.07841 2.69730 0.44212 -0.1175 0.2257 0.2957
C -2.15224 -0.00239 -2.87641 2.0222 -0.7843 -0.2992
C -3.62389 -0.19974 -2.86343 -0.1155 1.4889 0.0682
C -4.39493 0.91150 -2.74458 -1.7945 -2.1160 -0.1469
C -3.90650 2.22903 -2.64887 1.0795 0.7067 0.1856
C -2.56203 2.39877 -2.34081 -1.0290 0.0335 0.0837
C -1.78788 1.21149 -1.98087 -0.7471 -0.6005 0.7237
O -1.50423 -1.29698 -2.64729 -0.3827 2.5526 1.6615
H -1.41026 -1.73830 -3.48411 0.0086 -0.3555 -0.7359
H -3.94683 -1.23852 -2.86924 -0.3439 0.3533 -0.2422
H -5.47379 0.78858 -2.74367 0.0271 -0.0357 -0.0719
H -4.61012 3.07040 -2.82210 0.7619 -0.5029 0.1426
H -2.16043 3.39027 -2.51625 0.4430 0.0985 0.4400
H -0.45870 1.32416 -2.16298 1.1699 -0.4805 -1.8187
C 4.08878 -5.13838 1.21702 0.9616 -0.6498 0.6150
N 3.39558 -4.20632 0.35727 -1.7632 -0.8015 0.3667
N 2.05214 -4.09460 0.39216 0.7499 -0.1752 1.0546
C 1.62965 -3.32159 -0.70016 -1.2704 0.6766 -1.0041
O 0.44988 -2.97285 -0.87991 1.8245 -0.4650 0.3298
C 2.83611 -3.04429 -1.43897 0.0092 -0.1429 0.5022
C 3.87459 -3.62565 -0.76681 0.7221 0.8054 -1.1396
C 5.32666 -3.67245 -1.10346 0.4055 0.2051 -0.3130
C 1.29053 -4.35601 1.55082 -0.7702 -0.0290 0.7150
C 1.77536 -4.04447 2.82880 -0.4937 -0.1871 0.2268
C 0.95342 -4.24580 3.94512 0.1010 0.1007 -0.4687
C -0.35963 -4.70560 3.78168 -0.1382 -0.1625 -0.3894
C -0.84878 -5.00143 2.49291 0.2763 0.2063 0.1679
C -0.01975 -4.82054 1.38316 -0.4093 -0.1518 -0.1871
H 4.30059 -4.70296 2.20094 -0.0284 -0.1232 -0.3475
H 5.04883 -5.38857 0.74753 -0.3787 0.0957 0.0961
H 3.51075 -6.06485 1.35527 -0.0029 0.4146 -0.1429
H 2.86351 -2.45545 -2.32546 0.1374 0.0265 -0.4893
H 5.96377 -3.32003 -0.27345 -0.3285 -0.1607 -0.2761
H 5.66304 -4.68651 -1.38395 -0.2428 0.3383 0.1410
H 5.50863 -3.02045 -1.97254 -0.0499 -0.2933 0.3597
H 2.76519 -3.63300 2.94821 0.0226 0.0456 0.1490
H 1.34265 -4.02617 4.93756 -0.1128 -0.0423 -0.2162
H -1.01118 -4.83860 4.65237 0.3370 0.0029 -0.3479
H -1.87487 -5.36962 2.35317 0.5920 0.1689 0.0970
H -0.39133 -5.01712 0.37276 0.1439 -0.0761 0.4683